Record 1
DFT (wB97M-V/def2-TZVPD) results for 2 unconnected molecules or ions with the total composition C11H27BNO5PS.

Calculated values
E_LUMO: 0.461 eV
HOMO level: -8.39 eV

Geometry as XYZ:
```
47
C11H27BNO5PS wB97M-V/def2-TZVPD
C 1.89468 0.77041 3.43063
C 2.35844 1.17851 2.03629
O 2.90500 0.08482 1.31658
C 2.15511 -0.31111 0.18274
C 0.88103 -1.09085 0.57479
C 0.59011 -2.38353 -0.19841
O -0.22094 -2.19425 -1.38177
C -0.06431 -1.02091 -2.07342
O 1.00950 -0.69383 -2.50180
B -1.38586 -0.08606 -2.17446
N -1.25957 1.20008 -2.75176
O -2.57295 -0.55784 -1.66228
P -0.32232 -3.58528 0.94270
C 0.79478 -5.03846 0.92286
C -1.75601 -4.21050 -0.03744
C -3.05608 -4.20001 0.78314
H 2.58048 0.03015 3.84707
H 1.86389 1.64276 4.08908
H 0.88960 0.34088 3.41086
H 1.51931 1.61976 1.48221
H 3.13425 1.94905 2.12113
H 1.88785 0.58280 -0.39153
H 2.79993 -0.91917 -0.45232
H -0.00140 -0.43767 0.56951
H 1.02443 -1.38423 1.62026
H 1.54305 -2.85996 -0.46378
H -0.30028 1.33207 -3.05935
H -1.43977 1.92931 -2.06137
H -2.45317 -1.00452 -0.81464
H 0.85927 -5.52556 -0.05458
H 0.36649 -5.75928 1.62589
H 1.79076 -4.76953 1.27984
H -1.53149 -5.23059 -0.36551
H -1.89105 -3.61670 -0.94177
H -3.08359 -5.01155 1.51324
H -3.91525 -4.32107 0.11689
H -3.17920 -3.24646 1.30263
C 0.93114 5.56378 -1.10501
S -0.61813 4.93142 -0.46056
O -0.91162 3.68980 -1.22929
C -1.66829 6.21065 -1.15099
H 1.71355 4.86442 -0.81783
H 0.86887 5.62888 -2.19080
H 1.13122 6.54121 -0.66636
H -1.54586 6.23003 -2.23340
H -1.40207 7.17142 -0.71075
H -2.69609 5.96127 -0.89711
```



Record 2
DFT (wB97M-V/def2-TZVPD) results for a gas-phase ion, C5H10N (charge +1).

Calculated values
E_LUMO (alpha / beta): -5.602 / -5.601 eV
Charge: +1
HOMO level (alpha / beta): -13.76 / -13.76 eV
Energy above the lowest of the compared OMol25 structures with the same formula, charge and spin: 168.2 kcal per mole

Geometry as XYZ:
```
16
C5H10N wB97M-V/def2-TZVPD
C 1.75286 1.35381 -0.01522
C -0.70857 0.55823 0.60404
C 1.51514 -0.06638 0.07316
C -1.67154 1.33404 -0.11605
C -0.33147 -1.71944 0.13983
N 0.08068 -0.35163 -0.22995
H 2.80634 1.62183 0.09905
H 2.16211 -0.75013 -0.49246
H 1.68829 -0.29465 1.14053
H -2.65524 1.05430 0.28745
H -1.66848 1.28128 -1.20747
H -1.59116 2.36670 0.24013
H -0.18539 -1.86582 1.21031
H -1.38529 -1.86714 -0.08416
H 0.25930 -2.45214 -0.40674
H -0.06757 -0.20287 -1.24246
```



Record 3
DFT (wB97M-V/def2-TZVPD) results for a molecular structure, C8H8N4O3S.

Calculated values
E_LUMO: -0.152 eV
HOMO level: -9.09 eV

Geometry as XYZ:
```
24
C8H8N4O3S wB97M-V/def2-TZVPD
O -0.87262 0.33571 -3.59789
O -0.93929 -2.84147 -1.82719
N 0.17237 1.09665 1.38003
N 0.58475 -1.00210 2.01958
O -2.62735 -1.01739 -3.37936
S 1.59084 1.06222 3.61603
C -1.63467 -0.28522 -2.93459
C -0.93223 -1.84680 -1.07987
C 0.72637 0.37968 2.25411
C -0.04577 -0.90735 0.92234
C -1.27270 -0.50710 -1.52172
C -1.04466 0.54307 -0.72378
N -0.19336 -1.96167 0.05984
N -0.46362 0.31226 0.51747
C 3.33529 0.48602 3.29141
C -1.21234 1.95438 -1.14407
H -2.46947 -1.05331 -4.28948
H 0.09691 -2.91085 0.43331
H 3.43027 -0.54588 3.65956
H 3.58446 0.66562 2.25175
H 4.09574 1.04620 3.91326
H -1.20176 2.58800 -0.29880
H -0.52354 2.32783 -1.90584
H -2.18363 2.08153 -1.61610
```



Record 4
DFT (wB97M-V/def2-TZVPD) results for a molecular structure, C3H6N2S.

Calculated values
E_LUMO (alpha / beta): -10.603 / -13.461 eV
Expectation value of S²: 2.022
Charge: +2
HOMO level (alpha / beta): -17.84 / -20.17 eV
Energy above the lowest of the compared OMol25 structures with the same formula, charge and spin: 46.8 kcal per mole
2S+1: 3

Geometry as XYZ:
```
12
C3H6N2S wB97M-V/def2-TZVPD
C 2.50851 1.23911 0.02304
C 1.03350 -0.22639 0.02102
C -0.72320 -1.05237 0.03267
N 1.25797 1.20349 0.07828
N -1.75319 0.02342 -0.04375
S 2.54906 -0.89988 -0.02262
H 3.12311 2.10563 -0.02421
H -0.75929 -1.54655 0.98642
H -0.77083 -1.71238 -0.81290
H -1.90512 0.69860 0.83376
H -2.71595 -0.31537 0.02054
H -1.84456 0.48268 -1.09226
```



Record 5
DFT (wB97M-V/def2-TZVPD) results for a single C22H25N5O2S molecule.

Calculated values
E_LUMO: 0.568 eV
HOMO level: -7.63 eV
Energy above the lowest of the compared OMol25 structures with the same formula, charge and spin: 43.9 kcal per mole
SMILES: COc1ccc(NCc2nnc(SCC(=O)N3CCCc4ccccc43)n2C)cc1

Geometry as XYZ:
```
55
C22H25N5O2S wB97M-V/def2-TZVPD
C 8.09892 1.28053 -0.91851
H 9.18760 1.25583 -0.93095
O 7.70162 0.18534 -0.13376
C 6.36233 -0.02544 0.05261
C 5.34643 0.75850 -0.47411
C 4.01833 0.45472 -0.21852
C 3.67182 -0.63904 0.56598
C 4.70227 -1.42063 1.09677
C 6.02088 -1.12241 0.84446
H 6.81370 -1.72623 1.25631
H 4.45475 -2.27236 1.71450
N 2.35412 -1.03398 0.78291
H 2.25325 -1.60524 1.61272
C 1.25366 -0.10285 0.61431
C -0.03155 -0.81612 0.81628
N -0.91587 -0.56314 1.74502
N -1.94665 -1.39786 1.57778
C -1.67779 -2.15318 0.54876
N -0.45556 -1.84291 0.03128
C 0.18992 -2.41196 -1.11550
H 1.26872 -2.36962 -0.97464
H -0.13343 -3.44734 -1.22643
H -0.09224 -1.84543 -2.00650
S -2.74375 -3.36816 -0.12288
C -3.37649 -2.41148 -1.57168
H -4.44696 -2.59461 -1.62192
C -3.00763 -0.94050 -1.45126
O -2.03665 -0.53652 -2.07075
N -3.76749 -0.16957 -0.64216
C -3.40435 1.18463 -0.42460
C -2.91064 1.97212 -1.45737
C -2.49545 3.26715 -1.20282
C -2.57970 3.78929 0.07539
C -3.11673 3.02073 1.09299
C -3.53401 1.72168 0.85877
C -4.20832 0.88938 1.90170
C -5.38286 0.20966 1.20361
C -4.84006 -0.75537 0.15857
H -5.65035 -1.06909 -0.51144
H -4.45142 -1.63346 0.68270
H -5.99394 -0.35385 1.90886
H -6.01238 0.96905 0.73269
H -4.54433 1.51075 2.73160
H -3.51898 0.13245 2.28407
H -3.21325 3.42865 2.08857
H -2.24603 4.79653 0.27547
H -2.10745 3.86806 -2.01163
H -2.84322 1.57561 -2.45657
H -2.88818 -2.80980 -2.46140
H 1.27376 0.28719 -0.40856
H 1.28815 0.74163 1.31730
H 3.25726 1.09149 -0.64066
H 5.56663 1.61850 -1.08681
H 7.76488 2.22977 -0.48577
H 7.72472 1.19892 -1.94479
```



Record 6
DFT (wB97M-V/def2-TZVPD) results for a molecular structure, C13H11BrN5O2SSeTeZr.

Calculated values
E_LUMO (alpha / beta): -4.172 / -4.173 eV
Charge: +1
HOMO level (alpha / beta): -10.06 / -10.06 eV
Energy above the lowest of the compared OMol25 structures with the same formula, charge and spin: 15.3 kcal per mole

Geometry as XYZ:
```
36
C13H11BrN5O2SSeTeZr wB97M-V/def2-TZVPD
Zr 0.06939 -0.19038 0.15493
Br 3.55627 -0.75179 1.36279
C 3.02927 1.05964 1.23513
C 3.78228 2.04907 1.83867
C 3.37350 3.36380 1.67100
C 2.25008 3.64029 0.90246
C 1.56097 2.58210 0.35469
N 1.93211 1.29969 0.52678
C 0.30934 2.77140 -0.47147
O -0.05833 3.85779 -0.80707
O -0.28323 1.61950 -0.77028
H 4.65855 1.79100 2.41415
H 3.93487 4.16416 2.13401
H 1.89439 4.64398 0.71848
Se -0.63997 -2.46040 2.13111
N 0.22298 -0.79113 2.12207
C -0.15199 -0.18078 3.31120
C 0.27642 1.08057 3.72692
C -0.22530 1.59349 4.90644
C -1.12945 0.86416 5.68827
C -1.53981 -0.39267 5.30328
C -1.03857 -0.93210 4.11528
N -1.28921 -2.21214 3.68114
H 0.98264 1.64498 3.12924
H 0.08484 2.57769 5.23078
H -1.50414 1.29332 6.60700
H -2.22730 -0.97938 5.89642
Te -2.29987 -1.53806 -0.10426
N -0.40425 -0.62462 -3.22108
C 0.19645 -1.70150 -2.73843
N -0.12739 -2.89675 -3.19461
S 1.45542 -1.56149 -1.54781
H -1.20763 -0.69106 -3.82758
H -0.14754 0.29353 -2.88979
H -0.83352 -3.02953 -3.90161
H 0.27791 -3.71285 -2.76717
```



Record 7
DFT (wB97M-V/def2-TZVPD) results for 2 unconnected molecules or ions with the total composition C6H8N2.

Calculated values
E_LUMO (alpha / beta): -1.152 / -0.959 eV
HOMO level (alpha / beta): -8.76 / -9.10 eV
Energy above the lowest of the compared OMol25 structures with the same formula, charge and spin: 207.4 kcal per mole

Geometry as XYZ:
```
16
C6H8N2 wB97M-V/def2-TZVPD
C -1.15708 0.76226 0.28232
C 1.42315 0.76690 -0.32919
C -2.49488 0.63635 -0.16559
C 2.74531 0.64533 0.17638
C -3.29412 -0.62323 -0.44476
C 3.14326 -0.82657 0.44582
N -1.82837 1.04193 1.29420
N 2.27062 1.14503 -1.19088
H -3.03368 1.55787 -0.69009
H 3.11315 1.35066 0.75150
H -4.48470 -0.49558 -0.41489
H -3.03011 -1.57309 0.11387
H -2.97691 -0.78715 -1.41926
H 2.92459 -1.05178 1.45297
H 4.10773 -0.95645 0.11821
H 2.57204 -1.59251 0.01938
```



Record 8
DFT (wB97M-V/def2-TZVPD) results for 2 unconnected molecules or ions with the total composition C4H9S.

Calculated values
E_LUMO: 3.994 eV
Charge: -1
HOMO level: -2.02 eV
Energy above the lowest of the compared OMol25 structures with the same formula, charge and spin: 19.6 kcal per mole

Geometry as XYZ:
```
14
C4H9S wB97M-V/def2-TZVPD
C -1.46862 -1.34489 0.13957
S -1.04522 -0.40310 1.63219
H -2.00948 -0.73408 -0.58619
H -2.09348 -2.20736 0.38106
H -0.61071 -1.69342 -0.44698
C 1.79410 -0.25720 -1.36103
C 0.96905 0.98628 -1.51144
C 0.80726 1.83495 -0.51333
H 1.33720 -1.16190 -1.76930
H 2.05285 -0.43505 -0.31870
H 2.73069 -0.17942 -1.92827
H 0.73427 1.24671 -2.54105
H 0.45058 2.85328 -0.62497
H 0.96625 1.48739 0.50445
```